{
  "formula": "C34H53N4PdSbSi3",
  "method": "ωB97M-V/def2-TZVPD",
  "energy_ha": -2783.0491,
  "e_lumo_ev": -0.38,
  "molar_mass_g_mol": 830.26,
  "elements": ["Pd", "C", "Sb", "C", "C", "C", "C", "C", "C", "N", "Si", "C", "C", "C", "C", "C", "C", "C", "C", "C", "N", "Si", "C", "C", "C", "Si", "C", "C", "C", "H", "H", "H", "H", "H", "H", "H", "H", "H", "H", "H", "H", "H", "H", "H", "H", "H", "H", "H", "H", "H", "H", "H", "H", "H", "H", "H", "H", "H", "H", "H", "H", "H", "H", "H", "H", "H", "H", "C", "C", "C", "C", "N", "C", "C", "H", "H", "H", "H", "H", "H", "H", "C", "C", "C", "C", "C", "C", "N", "H", "H", "H", "H", "H", "H", "H", "H"],
  "xyz": [[-1.28442, 1.14097, 0.39363], [-0.56795, -3.26287, 0.39931], [0.04794, -1.20574, 0.53560], [-1.43806, -0.42267, -0.86331], [-1.15954, -0.41395, -2.32645], [-0.28354, 0.51614, -2.89766], [-0.08467, 0.51682, -4.26246], [-0.76740, -0.40575, -5.04546], [-1.62380, -1.28232, -4.40153], [-1.81878, -1.29618, -3.08527], [-3.20582, -0.98434, -0.26020], [-4.05699, -2.38566, -1.17118], [-3.20793, -1.39768, 1.58989], [-4.46249, 0.41242, -0.39070], [2.11408, -1.39410, -0.26935], [2.52710, -0.01391, -0.72569], [3.73582, 0.24949, -1.38124], [4.05502, 1.54930, -1.72721], [3.16910, 2.57282, -1.42363], [2.00687, 2.23562, -0.75840], [1.70670, 0.98683, -0.40057], [2.38686, -2.81941, -1.52076], [4.02766, -2.76690, -2.44599], [2.43369, -4.49112, -0.65883], [1.12236, -2.88205, -2.88441], [3.14876, -1.67811, 1.32581], [2.45092, -3.00306, 2.45830], [4.92383, -2.14253, 0.94416], [3.17760, -0.09250, 2.32301], [-1.62107, -3.32626, 0.64848], [0.00038, -3.85147, 1.11642], [-0.42173, -3.65116, -0.60314], [0.17129, 1.26352, -2.26998], [0.57712, 1.24619, -4.71411], [-0.65491, -0.43592, -6.12040], [-2.18795, -2.01520, -4.97019], [-3.69528, -3.37615, -0.88588], [-3.92310, -2.27666, -2.24417], [-5.12167, -2.33320, -0.93031], [-2.81056, -2.37510, 1.85665], [-4.26073, -1.39542, 1.88814], [-2.69991, -0.65151, 2.20486], [-4.78427, 0.56990, -1.41845], [-4.12939, 1.37276, 0.00493], [-5.34619, 0.08866, 0.16921], [4.41829, -0.54896, -1.61571], [4.98659, 1.75758, -2.23853], [3.36526, 3.60045, -1.69546], [1.25889, 2.98613, -0.53316], [4.90993, -2.63686, -1.81889], [4.03484, -2.00700, -3.22887], [4.12265, -3.73926, -2.93833], [3.39516, -4.66459, -0.17198], [2.32799, -5.25193, -1.43712], [1.64817, -4.66406, 0.07318], [1.16137, -1.98033, -3.49548], [0.09282, -3.01063, -2.56353], [1.38135, -3.72804, -3.52871], [2.59847, -4.01119, 2.07527], [1.39206, -2.86884, 2.68494], [2.98812, -2.92907, 3.40812], [5.01108, -3.10539, 0.44052], [5.46572, -2.21563, 1.89084], [5.42860, -1.38835, 0.33864], [2.18315, 0.13774, 2.71100], [3.53042, 0.76697, 1.75170], [3.84431, -0.22936, 3.17846], [-1.66348, 2.14386, 6.75454], [-1.54382, 2.07111, 5.26083], [-2.65191, 2.17965, 4.43190], [-2.49061, 2.09397, 3.05875], [-1.30332, 1.91291, 2.48280], [-0.23053, 1.81658, 3.27348], [-0.30602, 1.88707, 4.64816], [-2.67137, 2.41916, 7.05918], [-0.96622, 2.87594, 7.16292], [-1.42398, 1.17792, 7.20218], [-3.63939, 2.33492, 4.84601], [-3.33554, 2.18657, 2.38640], [0.71828, 1.68858, 2.76724], [0.59737, 1.80407, 5.23907], [-0.35006, 4.24565, 1.13822], [-1.24300, 4.07957, -0.05789], [-1.78247, 5.12420, -0.77000], [-2.51290, 4.56060, -1.84143], [-2.36815, 3.19382, -1.75357], [-2.88055, 2.23006, -2.77130], [-1.58908, 2.87676, -0.65683], [0.22711, 5.16418, 1.02037], [0.36099, 3.42696, 1.25891], [-0.90008, 4.32907, 2.07993], [-1.63677, 6.17110, -0.55035], [-3.05727, 5.08466, -2.61246], [-3.85571, 2.56318, -3.13254], [-2.99474, 1.23114, -2.37885], [-2.21690, 2.16479, -3.63402]],
  "atomic_forces_ev_per_a": [[0.4, -0.4, 0.7], [0.0, 0.0, 0.1], [0.0, 0.1, -0.3], [-0.3, 0.0, -0.3], [0.0, 0.0, 0.1], [0.1, 0.0, 0.0], [0.0, 0.0, 0.0], [0.0, 0.0, 0.0], [0.1, 0.0, -0.1], [0.0, -0.1, 0.0], [0.0, 0.3, -0.2], [0.2, -0.2, 0.1], [-0.1, 0.0, 0.0], [0.0, 0.0, 0.0], [0.1, -0.1, 0.0], [0.0, -0.1, 0.0], [0.0, 0.0, 0.0], [0.0, 0.0, 0.0], [0.1, 0.0, 0.0], [0.0, 0.0, 0.0], [0.0, 0.0, -0.1], [0.0, 0.0, 0.1], [0.0, 0.0, 0.0], [0.0, 0.0, 0.1], [0.0, 0.0, 0.0], [0.0, 0.0, 0.0], [0.0, 0.0, 0.0], [0.0, 0.0, 0.0], [0.0, 0.0, 0.0], [0.0, 0.0, 0.0], [0.0, 0.0, 0.0], [0.0, 0.0, 0.0], [0.0, 0.0, 0.0], [0.0, 0.0, 0.0], [0.0, 0.0, 0.0], [0.0, 0.0, 0.0], [0.0, 0.0, 0.0], [0.0, 0.0, 0.0], [0.0, 0.0, 0.0], [0.0, 0.0, 0.0], [0.0, 0.0, 0.0], [0.0, 0.0, 0.0], [0.0, 0.0, -0.1], [0.0, 0.0, 0.0], [0.0, 0.0, 0.0], [0.0, 0.0, 0.0], [0.0, 0.0, 0.0], [0.0, 0.0, 0.0], [0.0, 0.0, 0.0], [0.0, 0.0, 0.0], [0.0, 0.0, 0.0], [0.0, 0.0, 0.0], [0.0, 0.0, 0.0], [0.0, 0.0, 0.0], [0.0, 0.0, 0.0], [0.0, 0.1, 0.0], [-0.1, 0.0, 0.0], [0.0, 0.0, 0.0], [0.0, 0.0, 0.0], [0.0, 0.0, 0.0], [0.0, 0.0, 0.0], [0.0, 0.0, 0.0], [0.0, 0.0, 0.0], [0.0, 0.0, 0.0], [0.0, 0.0, 0.0], [0.0, 0.0, 0.0], [0.0, 0.0, 0.0], [0.0, 0.0, 0.0], [0.0, 0.0, 0.0], [0.0, 0.0, 0.0], [0.0, 0.1, 0.0], [-0.1, -0.1, 0.0], [0.0, 0.0, 0.0], [0.0, 0.0, 0.0], [0.0, 0.0, 0.0], [0.0, 0.0, 0.0], [0.0, 0.0, 0.0], [0.0, 0.0, 0.0], [0.0, 0.0, 0.0], [0.0, 0.0, 0.0], [0.0, 0.0, 0.0], [0.0, 0.0, 0.0], [0.1, 0.0, 0.0], [-0.1, -0.1, -0.1], [0.1, 0.0, 0.1], [0.1, 0.1, 0.1], [-0.1, 0.1, 0.0], [-0.3, 0.2, -0.1], [0.0, 0.0, 0.0], [0.0, 0.0, 0.0], [0.0, 0.0, -0.1], [0.0, 0.0, 0.0], [0.0, 0.0, 0.0], [0.0, 0.0, 0.0], [0.0, -0.2, 0.1], [0.0, 0.0, 0.0]]
}

{
  "formula": "C34H53NO23S",
  "method": "ωB97M-V/def2-TZVPD",
  "smiles": "[H]/N=C(/C)CC(=O)O[C@@](O)(S)CCCOC(C)=O.C[C@@H]1COC(=O)O1.C[C@@H]1COC(=O)O1.C[C@@H]1COC(=O)O1.C[C@@H]1COC(=O)O1.C[C@@H]1COC(=O)O1.C[C@@H]1COC(=O)O1",
  "energy_ha": -3510.9602,
  "e_lumo_ev": 0.28,
  "molar_mass_g_mol": 875.85,
  "elements": ["H", "N", "C", "C", "C", "C", "O", "O", "C", "O", "S", "C", "C", "C", "O", "C", "C", "O", "H", "H", "H", "H", "H", "H", "H", "H", "H", "H", "H", "H", "H", "H", "H", "H", "C", "C", "C", "O", "C", "O", "O", "H", "H", "H", "H", "H", "H", "C", "C", "C", "O", "C", "O", "O", "H", "H", "H", "H", "H", "H", "C", "C", "C", "O", "C", "O", "O", "H", "H", "H", "H", "H", "H", "C", "C", "C", "O", "C", "O", "O", "H", "H", "H", "H", "H", "H", "C", "C", "C", "O", "C", "O", "O", "H", "H", "H", "H", "H", "H", "C", "C", "C", "O", "C", "O", "O", "H", "H", "H", "H", "H", "H"],
  "xyz": [[-0.39352, 1.67811, -2.96167], [-1.11231, 2.25305, -2.52263], [-2.14400, 1.57557, -2.21859], [-3.32437, 2.22257, -1.54300], [-2.36724, 0.11273, -2.55341], [-1.19942, -0.83901, -2.59489], [-1.20857, -1.85437, -3.22934], [-0.15734, -0.41465, -1.84822], [0.76156, -1.33463, -1.20938], [1.55790, -1.99928, -2.13160], [1.78059, -0.20540, -0.16371], [0.03849, -2.39829, -0.39091], [-1.03144, -1.88751, 0.58016], [-0.43452, -1.12780, 1.76325], [-0.45896, 0.27956, 1.41036], [0.26079, 1.09807, 2.20601], [0.23202, 2.52824, 1.71744], [0.87561, 0.68601, 3.15296], [-4.22497, 2.05367, -2.15200], [-3.51836, 1.77845, -0.55943], [-3.17024, 3.29985, -1.45232], [-2.86553, 0.03262, -3.52918], [-3.07015, -0.31529, -1.82086], [1.85733, -1.36636, -2.80362], [2.92461, -0.53998, -0.77116], [-0.39312, -3.10441, -1.10819], [0.82029, -2.93484, 0.16359], [-1.75677, -1.23232, 0.07409], [-1.60456, -2.74811, 0.94750], [-0.97760, -1.27014, 2.70442], [0.61185, -1.41676, 1.90747], [-0.48972, 3.09768, 2.31156], [1.22249, 2.96345, 1.87484], [-0.05251, 2.58580, 0.66239], [6.96848, -2.33833, -0.03599], [5.84819, -3.27409, 0.32960], [4.89268, -3.63808, -0.79517], [3.65980, -3.83957, -0.09711], [3.69962, -3.10958, 1.03859], [2.75358, -2.87409, 1.72200], [4.94507, -2.64729, 1.26130], [7.56247, -2.77147, -0.84203], [6.56363, -1.38118, -0.36618], [7.62137, -2.15952, 0.81660], [6.22966, -4.18006, 0.80956], [5.15895, -4.54541, -1.33022], [4.76193, -2.81084, -1.49824], [-2.33939, -4.88145, -3.05890], [-3.78150, -5.23772, -2.82969], [-4.61499, -5.46480, -4.07808], [-5.91663, -5.03618, -3.66657], [-5.76845, -4.14378, -2.65740], [-6.64194, -3.46864, -2.21614], [-4.48715, -4.13060, -2.23133], [-1.84046, -5.66524, -3.63117], [-2.26101, -3.93768, -3.59701], [-1.81491, -4.76732, -2.11138], [-3.88366, -6.08820, -2.14923], [-4.66056, -6.50048, -4.40321], [-4.28052, -4.82855, -4.90145], [-0.58991, 6.30786, 1.21501], [-1.92577, 6.40166, 0.53021], [-2.95582, 7.30071, 1.19458], [-4.19439, 6.66117, 0.85405], [-3.93711, 5.35401, 0.62486], [-4.76510, 4.50601, 0.49904], [-2.61017, 5.13457, 0.57214], [-0.14763, 7.30176, 1.29512], [-0.70716, 5.88953, 2.21576], [0.09001, 5.67038, 0.65242], [-1.81203, 6.66768, -0.52413], [-2.96389, 8.32224, 0.82554], [-2.84879, 7.29636, 2.28203], [2.24999, -0.45632, -7.31231], [2.82668, 0.37387, -6.19835], [4.33075, 0.58883, -6.23685], [4.66741, 0.69318, -4.84689], [3.72802, 0.04107, -4.13854], [3.78397, -0.20681, -2.97407], [2.68636, -0.29959, -4.92867], [2.48773, 0.00152, -8.27324], [2.66563, -1.46404, -7.28577], [1.16745, -0.52844, -7.22353], [2.30891, 1.33265, -6.10997], [4.64096, 1.49366, -6.75100], [4.84919, -0.27652, -6.65648], [3.04647, -1.34484, 4.24461], [4.47270, -1.67651, 4.58214], [4.86370, -1.51736, 6.04040], [6.25158, -1.17491, 5.95802], [6.47233, -0.60742, 4.74681], [7.48268, -0.06132, 4.43327], [5.39103, -0.75324, 3.95716], [2.37378, -1.97309, 4.83157], [2.82387, -0.29930, 4.45422], [2.84516, -1.52433, 3.18973], [4.73922, -2.67650, 4.22625], [4.75121, -2.42047, 6.63426], [4.32392, -0.69122, 6.50962], [-6.68865, 1.90461, 4.18261], [-5.70840, 2.92240, 4.70014], [-4.52876, 3.21614, 3.79337], [-3.49981, 3.55749, 4.72865], [-3.78684, 2.95918, 5.91354], [-3.04823, 2.90584, 6.84109], [-5.03531, 2.44123, 5.87992], [-7.07880, 2.22953, 3.21727], [-6.19682, 0.93902, 4.06046], [-7.52325, 1.78107, 4.87076], [-6.21611, 3.85196, 4.97311], [-4.69471, 4.03907, 3.10431], [-4.21985, 2.32983, 3.23266]],
  "atomic_forces_ev_per_a": [[-0.1, 0.0, 0.1], [-0.4, 0.0, 0.2], [0.2, 0.1, -0.1], [0.0, 0.2, -0.3], [-0.3, -0.1, 0.0], [0.4, 0.2, 0.0], [-0.1, -0.3, -0.1], [-0.3, 0.0, 0.3], [0.3, -0.2, -0.3], [-0.4, 0.1, -0.1], [0.4, 0.1, -0.3], [0.0, -0.1, -0.1], [0.0, 0.0, 0.1], [0.1, 0.2, 0.0], [-0.4, 0.0, 0.2], [0.1, -0.2, -0.3], [0.0, -0.1, 0.0], [-0.1, 0.3, 0.2], [0.1, 0.0, 0.2], [0.1, 0.1, -0.1], [0.0, -0.2, 0.1], [0.0, 0.1, 0.2], [0.1, 0.0, -0.2], [0.1, 0.0, 0.3], [0.0, 0.0, 0.0], [0.0, 0.2, 0.1], [-0.2, 0.1, -0.1], [0.2, -0.2, 0.1], [0.2, 0.1, 0.0], [0.0, 0.1, -0.2], [-0.2, 0.0, 0.2], [0.1, -0.1, 0.0], [-0.2, -0.1, 0.0], [0.1, -0.1, 0.2], [0.0, 0.1, 0.0], [0.0, -0.1, -0.1], [0.1, 0.1, 0.0], [-0.1, 0.0, 0.1], [0.1, 0.2, -0.3], [0.0, -0.5, -0.2], [-0.1, -0.1, 0.2], [0.0, 0.0, 0.0], [0.0, 0.0, 0.0], [0.0, 0.0, 0.0], [0.0, 0.0, 0.0], [0.0, 0.0, 0.0], [0.0, 0.0, 0.0], [0.0, 0.1, 0.0], [0.0, -0.1, 0.0], [0.0, 0.1, 0.0], [0.0, 0.0, 0.0], [-0.1, 0.1, 0.0], [0.1, -0.1, -0.1], [0.0, 0.0, 0.1], [0.0, 0.0, 0.0], [0.0, 0.0, 0.0], [0.0, 0.0, 0.0], [0.0, 0.0, 0.0], [0.0, 0.0, 0.0], [0.0, 0.0, 0.0], [0.0, -0.1, 0.1], [-0.1, 0.1, 0.0], [0.1, 0.0, 0.0], [0.0, 0.0, 0.0], [-0.1, -0.1, 0.0], [0.0, 0.1, 0.1], [0.1, -0.1, -0.1], [0.0, 0.0, 0.0], [0.0, 0.1, 0.0], [0.0, 0.0, 0.0], [0.0, 0.0, 0.0], [0.0, 0.0, 0.0], [0.0, 0.0, 0.0], [0.0, -0.1, 0.1], [0.1, 0.1, 0.0], [0.0, -0.1, -0.1], [0.1, -0.1, 0.1], [-0.1, 0.1, 0.0], [0.1, 0.0, -0.1], [-0.1, 0.0, 0.1], [0.0, 0.0, 0.0], [0.0, 0.0, 0.0], [0.0, 0.0, 0.0], [0.0, 0.0, 0.0], [0.0, 0.0, 0.1], [0.0, 0.0, 0.0], [0.0, 0.3, -0.1], [-0.1, -0.1, 0.1], [-0.1, 0.0, 0.0], [0.1, 0.1, 0.0], [-0.1, 0.0, 0.0], [0.0, 0.0, 0.0], [0.1, 0.0, -0.1], [0.0, 0.0, 0.0], [0.0, 0.0, 0.2], [0.1, 0.1, 0.4], [0.0, 0.0, 0.0], [0.0, 0.0, 0.0], [0.0, 0.0, 0.0], [0.0, -0.1, 0.1], [0.0, 0.0, -0.1], [0.0, 0.0, -0.1], [0.1, 0.0, 0.0], [0.0, 0.1, -0.1], [0.0, 0.0, 0.0], [-0.1, 0.0, 0.1], [0.0, 0.0, 0.0], [0.0, 0.0, -0.1], [0.0, 0.0, 0.0], [0.0, 0.0, 0.0], [0.0, 0.0, 0.0], [0.0, 0.0, 0.0]]
}